# 1
{
  "formula": "C55H48AsF6HgN9O19",
  "method": "ωB97M-V/def2-TZVPD",
  "total_energy_ev": -191418.8324,
  "orbital_gap_ev": 7.3,
  "relative_energy_kj_mol": 0.0,
  "homo_energy_ev": -8.539,
  "molar_mass_g_mol": 1528.5,
  "species": ["C", "C", "H", "C", "C", "H", "C", "C", "H", "C", "N", "O", "H", "H", "H", "F", "C", "O", "C", "C", "C", "H", "H", "C", "C", "H", "C", "H", "H", "C", "C", "C", "C", "C", "C", "O", "C", "H", "H", "C", "H", "H", "C", "O", "H", "C", "F", "Hg", "N", "H", "C", "H", "H", "C", "O", "C", "C", "N", "N", "H", "O", "O", "C", "H", "H", "C", "O", "C", "O", "C", "C", "H", "O", "H", "O", "H", "N", "C", "H", "H", "H", "N", "H", "H", "O", "H", "O", "C", "N", "C", "N", "C", "C", "H", "O", "O", "H", "C", "C", "H", "H", "O", "C", "O", "C", "H", "H", "O", "C", "F", "C", "H", "F", "C", "H", "F", "C", "C", "N", "C", "C", "F", "H", "O", "H", "H", "H", "C", "H", "C", "H", "H", "H", "C", "C", "As", "C", "C", "H"],
  "xyz": [[-25.4065, 10.0151, 10.8847], [-27.5036, 8.7188, 14.2513], [-24.3969, 10.1512, 10.4971], [-23.2634, 7.9081, 13.1208], [-23.7862, 2.8348, 10.5656], [-25.4807, 4.8892, 14.0944], [-28.2798, 7.7648, 13.5740], [-23.1922, 6.7949, 15.2068], [-29.3244, 11.1610, 12.9682], [-29.4094, 5.1322, 5.6649], [-29.8288, 8.2644, 9.3603], [-30.5975, 7.5406, 8.7414], [-25.9987, 10.8496, 10.5094], [-28.4860, 3.4005, 4.6963], [-32.4455, 4.3894, 3.3817], [-24.3318, 6.6898, 2.8763], [-31.2879, 10.5163, 12.7048], [-21.8063, 9.2318, 11.1541], [-26.8505, 15.6768, 9.9103], [-26.1368, 4.2981, 13.4727], [-28.0162, 16.1965, 10.4067], [-28.0085, 8.9552, 4.4489], [-21.3412, 5.7250, 11.4578], [-21.8300, 8.1115, 13.2464], [-30.5100, 3.7404, 4.0298], [-18.6358, 10.5006, 7.4751], [-29.0894, 15.4020, 10.7009], [-21.3424, 3.7126, 12.7235], [-22.8526, 1.9132, 12.2522], [-20.4869, 10.5300, 8.5571], [-22.0501, 3.8564, 11.9204], [-21.2101, 7.7217, 14.3979], [-28.8871, 8.4296, 16.2340], [-29.9722, 10.5661, 12.3415], [-29.4239, 9.8583, 11.2622], [-28.4540, 4.6419, 9.4109], [-30.2969, 9.0000, 10.5543], [-30.5242, 7.0742, 16.0916], [-25.9613, 5.9767, 12.1528], [-29.3626, 4.0293, 4.7471], [-29.7598, 13.3567, 10.8680], [-30.5245, 6.6655, 6.5048], [-31.3642, 10.8130, 5.0107], [-29.1870, 18.0920, 11.1145], [-32.3332, 11.2617, 5.1720], [-27.8362, 8.9683, 15.5853], [-23.4138, 7.7151, 5.0775], [-26.3234, 7.9248, 8.3048], [-21.1517, 8.8611, 12.1667], [-30.0635, 15.7614, 10.9979], [-27.7566, 13.4045, 10.1019], [-26.3655, 2.5676, 14.6984], [-19.5754, 10.4253, 5.3107], [-23.0532, 5.2044, 10.1473], [-27.5122, 11.8045, 6.6410], [-27.3948, 2.4181, 12.8227], [-31.6775, 8.9750, 10.8649], [-27.4466, 4.9939, 10.0495], [-23.8668, 10.1648, 7.0086], [-23.7854, 8.1438, 12.2052], [-30.2603, 6.1048, 12.4212], [-22.0587, 6.9484, 9.1006], [-31.6390, 4.5963, 4.0696], [-21.3432, 6.5406, 16.1836], [-28.3946, 9.9429, 10.9462], [-28.9853, 9.3732, 4.6426], [-28.6330, 8.3521, 9.0235], [-32.1326, 9.7435, 11.9286], [-30.8560, 5.3247, 14.3535], [-21.6254, 10.2143, 6.0341], [-27.7087, 3.0935, 11.6134], [-25.9448, 13.8271, 9.1921], [-26.6809, 5.8485, 9.6132], [-31.6675, 11.0541, 13.5610], [-19.9129, 9.0670, 12.1602], [-24.6094, 4.2253, 9.0930], [-23.0711, 6.3391, 9.2577], [-29.4295, 7.2103, 14.2753], [-24.5470, 2.0876, 10.3946], [-28.0476, 7.4922, 12.5551], [-32.5452, 6.3136, 5.2100], [-28.2118, 5.4663, 6.5066], [-20.1334, 7.8036, 14.4157], [-30.3685, 2.8899, 3.3793], [-26.0438, 8.8614, 10.3776], [-24.9532, 7.0833, 14.0397], [-24.0844, 6.6496, 8.6919], [-22.4296, 10.2272, 7.1717], [-30.2312, 6.1541, 13.6620], [-30.2270, 11.1436, 5.7498], [-27.8513, 10.6516, 6.4024], [-22.0602, 4.9883, 11.1314], [-28.9518, 14.0415, 10.6569], [-29.1275, 8.6653, 17.2601], [-24.2736, 10.8834, 6.1600], [-28.0196, 6.5635, 7.0536], [-20.1631, 10.6187, 9.5836], [-26.3769, 4.9868, 12.2702], [-23.8523, 4.0820, 9.8498], [-25.2925, 9.9750, 11.9680], [-22.0079, 10.0982, 5.0308], [-27.2156, 9.6600, 6.7236], [-21.8697, 6.9405, 15.3296], [-27.1998, 18.3592, 10.2280], [-29.0656, 10.4194, 5.5970], [-32.3318, 8.3341, 10.2925], [-23.7539, 6.1522, 15.8685], [-24.5543, 9.4251, 7.6652], [-27.1996, 4.3670, 11.3278], [-26.6159, 6.4210, 4.0992], [-30.5780, 5.8636, 5.7833], [-22.5056, 10.4868, 9.3007], [-25.5424, 7.2976, 6.2488], [-19.7123, 10.4537, 7.4023], [-26.0530, 16.2852, 9.5100], [-25.5301, 8.6646, 4.1133], [-21.8418, 10.3883, 8.4545], [-26.8134, 14.2988, 9.6273], [-28.1338, 17.6361, 10.6366], [-30.1494, 9.0835, 3.9042], [-31.2783, 9.8659, 4.0188], [-24.5191, 5.4169, 5.0437], [-28.2392, 2.5820, 10.8238], [-27.4192, 4.5478, 6.6645], [-30.1916, 11.8649, 6.5528], [-27.1693, 9.6343, 16.1126], [-30.1667, 8.3767, 3.0878], [-20.2347, 10.3441, 6.1623], [-26.5653, 8.9960, 13.7940], [-29.6904, 7.5328, 15.5809], [-33.1692, 9.7039, 12.2291], [-27.6650, 12.3388, 9.9524], [-32.1349, 9.6513, 3.3970], [-22.8736, 2.8000, 11.6360], [-23.9043, 7.3090, 14.1629], [-24.9342, 7.0817, 4.5672], [-31.7155, 5.6510, 5.0125], [-26.6250, 3.0417, 13.7633], [-27.6183, 1.3618, 12.7976]]
}

---

# 2
{
  "formula": "C16H22BFN",
  "method": "ωB97M-V/def2-TZVPD",
  "total_energy_ev": -21825.3749,
  "orbital_gap_ev": 7.7,
  "total_charge": 1,
  "relative_energy_kj_mol": 0.0,
  "homo_energy_ev": -11.874,
  "molar_mass_g_mol": 258.2,
  "species": ["H", "H", "H", "C", "C", "C", "B", "H", "H", "H", "H", "C", "H", "H", "C", "C", "H", "H", "H", "H", "C", "H", "H", "C", "H", "C", "N", "C", "C", "H", "H", "C", "F", "C", "H", "H", "H", "C", "H", "C", "C"],
  "xyz": [[0.2860, 1.7591, 3.9751], [4.2687, -2.2137, 0.0857], [-5.0861, -0.1818, -2.1832], [-3.0154, 0.3667, -2.0795], [-4.0804, -0.5162, -1.9473], [-0.0202, 2.3063, 3.0665], [-0.6818, 0.3049, 2.2314], [-0.3381, -0.9761, 0.4801], [1.8869, 0.3785, 0.9839], [1.9957, 0.6053, 2.7650], [-1.7864, 0.3942, 1.7776], [2.7411, 0.1423, -1.9007], [2.2440, 2.0072, 1.6617], [-1.1747, 2.4838, 0.6510], [3.4725, -1.6819, -0.4272], [-2.5848, -2.2320, -1.1227], [-4.6918, -2.5071, -1.4029], [2.9861, 1.0088, -2.5088], [0.0696, 1.5635, -0.2658], [1.9136, -3.0295, 0.1985], [3.7106, -0.5141, -1.1429], [-0.3304, -2.6316, -0.0121], [-2.4078, -3.2642, -0.8027], [-1.7351, -0.0331, -1.7097], [-1.0916, 2.5736, 3.0837], [1.1275, -1.3779, -0.9490], [0.2533, 1.4498, 1.8662], [-0.1157, 2.1903, 0.6177], [1.7020, 1.0710, 1.8162], [-0.8940, 0.6474, -1.8419], [0.6782, 0.0227, -2.5465], [1.4377, -0.3609, -1.8630], [4.9748, 0.0058, -1.1224], [-3.8592, -1.8210, -1.4965], [-3.1696, 1.3820, -2.4375], [-0.1757, -0.5802, 2.8573], [0.5276, 3.0747, 0.6017], [2.1638, -2.1269, -0.3612], [0.5938, 3.2128, 2.9394], [-1.5325, -1.2979, -1.1508], [-0.2621, -1.6046, -0.3844]]
}

---

# 3
{
  "formula": "C38H104N8O10",
  "method": "ωB97M-V/def2-TZVPD",
  "total_energy_ev": -73480.8332,
  "smiles": "COC[C@H](C)N.COC[C@H](C)N.COC[C@H](C)N.COC[C@H](C)N.COC[C@H](C)N.COC[C@H](C)N.COC[C@H](C)N.COC[C@H](C)N.CC(C)O.CC(C)O",
  "orbital_gap_ev": 9.4,
  "relative_energy_kj_mol": 224.8,
  "homo_energy_ev": -8.722,
  "molar_mass_g_mol": 833.3,
  "species": ["N", "C", "H", "H", "H", "O", "H", "H", "C", "H", "H", "H", "H", "H", "C", "C", "N", "O", "C", "C", "H", "C", "H", "H", "H", "H", "C", "H", "H", "H", "H", "H", "H", "H", "C", "H", "N", "N", "H", "H", "H", "H", "C", "O", "H", "H", "H", "H", "H", "H", "H", "O", "H", "H", "H", "C", "H", "C", "H", "H", "H", "H", "C", "H", "C", "H", "H", "H", "C", "H", "H", "C", "C", "H", "H", "H", "H", "H", "C", "C", "H", "H", "H", "C", "H", "H", "C", "C", "H", "H", "C", "H", "N", "C", "H", "N", "C", "H", "C", "N", "H", "C", "H", "H", "H", "C", "H", "C", "O", "H", "H", "H", "H", "N", "C", "H", "H", "C", "H", "H", "C", "O", "H", "C", "H", "H", "H", "H", "H", "H", "H", "H", "H", "H", "H", "H", "H", "H", "H", "H", "O", "O", "H", "H", "O", "H", "C", "H", "H", "H", "H", "H", "H", "H", "O", "C", "C", "H", "C", "C"],
  "xyz": [[-0.0098, -0.5305, -3.6707], [-2.9332, -3.8093, -5.0540], [3.8294, -4.3505, 3.9975], [-3.1281, 5.0959, 1.1498], [-2.1283, -1.8633, 4.4550], [6.0379, 0.1984, -2.4558], [3.6220, 4.8143, -1.0282], [1.1465, 1.0563, -5.6238], [3.5963, -4.9954, -0.4999], [-2.7432, -7.2580, 1.6144], [-4.9293, 3.5553, -0.8739], [3.5987, -5.6054, -1.4032], [-0.9957, -3.0455, -4.5436], [0.3034, 4.2443, 2.5448], [-0.7084, 0.8864, 0.5455], [2.5367, 4.7295, -1.0834], [2.3481, 0.5604, -1.7269], [-0.3896, 2.5421, -5.6837], [1.1252, -5.3362, -0.1085], [2.3334, -3.4528, 5.6044], [-0.8850, -0.9658, 3.4600], [-3.7727, 3.0805, 1.6915], [-0.2592, -2.4460, -0.3272], [-3.0436, 0.8908, 3.0202], [-1.6675, 4.0390, 0.4304], [-1.0590, 3.6296, 3.2257], [3.6853, -0.0075, -1.7083], [0.8239, -2.8187, 2.5075], [1.8597, 0.3085, -0.8795], [-1.3741, -5.2175, -3.3824], [-3.1201, -3.1442, -5.8971], [-2.8943, 8.2200, 5.6652], [7.0388, 0.9657, -4.1708], [-3.4840, 2.2564, 4.1482], [-2.8855, 7.3864, 4.9630], [1.3290, -1.7905, 3.8322], [-3.7601, -3.0092, -0.5806], [3.2763, -3.7452, 3.4077], [-2.4765, -4.6444, -5.5851], [-3.9347, -4.0997, -4.7364], [-2.3537, -6.2488, 2.9346], [-3.9828, 2.2498, 1.0178], [-1.4782, -4.2223, -2.9502], [1.2957, -0.5427, 0.8091], [-4.0094, -6.4296, 2.5984], [-1.4758, 6.1338, 3.2672], [-1.7690, 1.8000, 3.8407], [1.9586, 5.3509, 3.9007], [1.9615, 2.2436, 0.5588], [0.3741, 3.6308, -0.4437], [4.4676, 1.0044, -3.4914], [-0.3451, -2.8402, 4.2573], [-1.7932, 0.9212, 0.4451], [3.9293, -0.0692, -0.6477], [-3.0426, 7.8441, 3.9863], [0.4162, 3.3015, -6.5701], [2.1913, 3.1966, 2.0820], [-3.0468, -6.3291, 2.0971], [2.1522, 5.2525, 0.9995], [0.7751, 2.8354, -7.4877], [0.8282, 1.8327, -4.1855], [8.0623, 0.3730, -3.0087], [-1.6805, 1.1675, -3.4275], [2.5647, -2.0250, -2.0563], [-4.6725, 4.4612, -0.3248], [-0.7732, -6.8515, -0.5282], [3.1028, -4.1330, 5.9696], [-0.1164, 4.1783, -6.9385], [1.9926, -3.7979, 4.1834], [-0.2352, 1.5208, -0.2040], [-0.4638, 1.3538, 1.4993], [0.9345, -2.7776, 3.5911], [1.9103, 4.4405, 0.3137], [-0.4281, -4.1084, -2.6810], [0.8489, -0.7930, -4.1330], [0.1503, 5.1614, -0.1251], [-4.6421, 3.2731, 2.3201], [0.1804, -1.1695, -1.3877], [7.1306, 0.9333, -3.0851], [1.0740, 5.8689, 4.2713], [1.6068, -4.8136, 4.0960], [-0.6803, -1.0839, 1.4153], [-2.3243, 5.0681, 4.2091], [2.3947, 3.1348, 1.0129], [4.3281, -2.0898, -2.1833], [3.7353, -5.6964, 0.3231], [-0.7489, 0.4190, -4.4483], [-3.9106, -4.1237, 1.4849], [7.2644, 1.8767, -2.5558], [2.7213, -2.4461, 5.7602], [-0.1203, 4.9283, 4.4217], [-1.5131, -1.1751, -0.8254], [-2.4226, 3.9566, -0.2352], [-3.5213, 4.2094, 0.6523], [2.3441, 1.5632, -1.6070], [0.4742, 4.3052, 0.3015], [0.2991, 1.4312, -5.0498], [-2.1762, 0.4423, -2.7822], [-0.4823, -1.4036, -0.5546], [2.2021, -3.1766, 0.5155], [3.9036, 4.1446, -3.2063], [-1.4434, 5.7072, 4.2697], [3.5898, -1.3358, -3.4059], [-3.0927, -2.5379, -1.1744], [-4.9685, -4.2781, 1.2727], [-1.9320, -3.2866, -4.0403], [3.6074, -2.8246, 3.6587], [2.1993, -4.3129, -0.4652], [2.2036, 3.7651, -1.9976], [-3.8168, -3.9211, 2.5518], [-2.3160, -3.1123, 0.9110], [-4.6931, -1.1005, 0.6468], [2.3940, 4.4793, -4.0537], [-0.0994, 3.8914, 3.4011], [3.4533, -1.4567, -2.3313], [0.6189, -7.8449, -0.3984], [-2.2502, -4.3632, -2.1938], [-1.3126, -1.9300, 3.7351], [-0.1832, 4.4786, 5.4126], [0.1635, -4.9164, 0.1862], [0.1132, -7.1622, -1.0813], [-2.5693, 2.7866, 2.4360], [-1.1787, 1.8295, -2.7218], [4.7503, 0.8710, -2.4472], [1.4965, -3.4440, 6.3026], [2.3364, -3.5556, 1.4419], [-1.5812, -1.4903, -3.4567], [4.4895, -4.3715, -0.4671], [-2.3397, 2.9782, -0.4716], [-5.4965, 5.0045, 0.1376], [1.4382, -5.8686, 0.7896], [3.4782, 3.0845, 0.9052], [-1.8923, -2.3247, 2.9006], [-3.7084, 6.6972, 5.1528], [-4.4149, 5.2542, -1.0268], [2.1705, 5.6727, -1.4889], [2.7988, 2.8157, -3.6184], [-1.4228, 0.0309, -5.2121], [-3.6696, -3.9910, -0.7997], [4.8283, 1.8810, -2.0447], [-1.6481, 6.7951, 5.2113], [-2.3629, -2.0472, -3.4361], [-3.0477, -0.8921, 1.2904], [3.0006, -2.5725, 0.3832], [1.0775, -6.1435, -1.2789], [1.8962, -3.8636, -1.4109], [2.8566, 3.8536, -3.2904], [0.4170, -0.0838, -2.8717], [-0.1779, -7.4522, -2.0909], [1.5028, -1.4784, 0.7513], [1.3018, 3.6552, -6.0424], [0.8931, 6.6894, 3.5769], [-4.3619, -1.7455, 2.2119], [-2.4573, 1.8170, -3.8309], [-3.0953, -5.2464, 1.0827], [-3.3799, -2.9297, 0.7594], [-2.7722, 1.8679, 3.4199], [1.3792, 6.3020, 5.2239], [-3.9044, -1.5641, 1.2394], [-0.1409, -0.5461, 0.6357]]
}